# C18H10AsCl2F11N5O4TeTi

C18H10AsCl2F11N5O4TeTi as an isolated structure (ωB97M-V/def2-TZVPD, the OMol25 dataset).

Output
Multiplicity: 1
DFT total energy in Ha: -6638.8574
Energy relative to the best compared isomer or geometry (same formula, charge and spin) in eV: 0.000
LUMO level in eV: -5.01
Charge: +1

XYZ file:
```
53
Properties=species:S:1:pos:R:3:forces:R:3:nbo_charge:R:1
Ti -0.540941 0.781405 0.141755 0.0 0.1 -0.2 1.62
Cl -3.819223 1.800079 -5.620719 0.0 0.0 0.0 0.08
C -3.471451 0.849359 -4.236230 0.0 0.0 0.0 -0.03
C -2.280747 1.056817 -3.563676 0.0 0.0 0.0 -0.22
C -1.942086 0.301713 -2.448599 0.0 0.0 0.0 0.21
N -0.708991 0.526801 -1.771701 0.2 0.0 -0.1 -0.69
C 0.420632 0.721662 -2.597975 -0.2 0.0 0.1 0.66
O 0.484928 0.436994 -3.760723 0.0 0.0 -0.1 -0.51
C 1.557324 1.350694 -1.860755 0.0 -0.1 0.0 0.11
C 2.760609 1.621956 -2.471612 0.0 0.0 0.0 -0.18
C 3.760868 2.202629 -1.703295 0.0 0.0 0.0 -0.11
C 3.518689 2.465302 -0.365038 0.0 0.0 0.0 -0.22
C 2.284687 2.148477 0.174917 0.0 0.0 0.0 0.10
N 1.316328 1.615070 -0.573569 0.0 0.0 0.1 -0.45
C -2.867641 -0.634597 -1.993435 0.0 0.0 0.0 0.08
C -4.072903 -0.839355 -2.644334 0.0 0.0 0.0 -0.19
C -4.371467 -0.116095 -3.783390 0.0 0.0 0.0 -0.06
Cl -5.855946 -0.405340 -4.592210 0.0 0.0 0.0 0.08
N -2.615804 -1.381779 -0.809690 0.0 0.1 0.0 -0.27
C -2.993858 -2.665339 -0.488008 -0.1 0.0 0.0 0.63
O -3.467748 -3.503378 -1.196218 0.0 0.0 0.0 -0.49
C -2.734095 -2.758446 0.981008 0.0 0.0 0.0 0.14
C -2.957626 -3.754410 1.896364 0.0 0.0 0.0 -0.17
C -2.702752 -3.460727 3.231801 0.0 0.0 0.0 -0.08
C -2.257327 -2.196929 3.611616 0.0 0.0 0.0 -0.20
C -2.032834 -1.228316 2.657869 0.0 0.0 0.0 0.10
N -2.271499 -1.571296 1.388421 0.0 -0.1 0.0 -0.11
H -1.603202 1.811382 -3.933161 0.0 0.0 0.0 0.25
H 2.887149 1.377186 -3.516371 0.0 0.0 0.0 0.26
H 4.719938 2.439657 -2.143241 0.0 0.0 0.0 0.24
H 4.273624 2.909543 0.267160 0.0 0.0 0.0 0.25
H 2.061876 2.321773 1.216807 0.0 0.0 0.0 0.24
H -4.777477 -1.572073 -2.279260 0.0 0.0 0.0 0.26
H -3.330901 -4.711733 1.561568 0.0 0.0 0.0 0.28
H -2.864725 -4.217233 3.987485 0.0 0.0 0.0 0.26
H -2.076593 -1.954970 4.648378 0.0 0.0 0.0 0.27
H -1.697855 -0.219294 2.854777 0.0 0.0 0.0 0.28
F 2.919024 -0.213006 2.164004 0.0 0.0 0.0 -0.59
Te 1.653606 -1.535973 1.983617 0.1 0.1 0.0 3.52
F 0.811876 -0.935286 3.521632 0.0 0.0 0.0 -0.61
F 0.400854 -2.905519 1.892768 0.0 0.0 0.0 -0.62
F 2.685177 -2.622391 3.034568 0.0 0.0 0.0 -0.57
F 2.525610 -2.205538 0.515144 0.0 0.0 -0.1 -0.58
O 0.584462 -0.473816 0.939753 -0.2 -0.1 0.1 -1.09
O -2.431062 0.559278 0.517625 0.0 -0.2 0.0 -0.45
N -2.024999 -0.704240 0.287146 0.0 0.1 0.0 0.19
F -0.317400 1.895117 1.869389 0.0 0.1 0.0 -0.58
As -1.125495 3.596962 1.555940 0.0 0.0 0.0 2.85
F 0.430013 4.105822 1.071413 0.0 0.0 0.0 -0.59
F -1.876345 4.992072 0.991376 0.0 0.0 0.0 -0.57
F -0.837759 4.028555 3.162315 0.0 0.0 0.0 -0.57
F -2.587639 2.817330 1.950026 0.0 0.0 0.0 -0.58
F -1.234673 2.772877 -0.083686 0.0 0.0 0.0 -0.56
```
Positions in Å, forces in eV/Å.

---

# C18H10BaCl5N4S4

C18H10BaCl5N4S4 as an isolated structure (ωB97M-V/def2-TZVPD, the OMol25 dataset).

Output
Multiplicity: 1
DFT total energy in Ha: -4830.3757
Energy relative to the best compared isomer or geometry (same formula, charge and spin) in eV: 0.181
LUMO level in eV: 2.00
Charge: -1

XYZ file:
```
42
Properties=species:S:1:pos:R:3:forces:R:3:nbo_charge:R:1
Ba 1.012654 0.808108 0.437870 0.1 0.0 0.1 1.73
Cl -1.280602 2.648271 2.481724 0.0 -0.1 0.1 -0.06
C -0.834235 1.363334 3.627759 -0.1 0.0 -0.1 -0.06
C -0.072687 0.327210 3.140242 0.0 0.0 -0.2 -0.46
C 0.252372 -0.638671 4.066835 0.0 -0.1 0.0 -0.06
Cl 1.237942 -2.001570 3.518364 0.0 0.1 0.0 -0.05
C -0.145953 -0.609853 5.399449 0.0 0.0 0.0 -0.11
Cl 0.292687 -1.860533 6.511964 0.0 0.0 0.0 0.02
C -0.922755 0.463553 5.836974 0.0 0.0 0.0 -0.09
Cl -1.447692 0.542180 7.482042 0.0 0.0 0.0 0.02
C -1.276439 1.472384 4.941858 0.0 0.0 0.0 -0.11
Cl -2.239970 2.805826 5.476190 0.0 0.0 0.0 0.02
S 3.964816 0.898556 0.485513 0.0 0.0 -0.2 -0.59
C 3.698988 1.490275 -1.182834 -0.1 0.3 0.2 -0.21
C 4.347496 0.812111 -2.228569 -0.1 0.1 -0.2 -0.24
C 4.275680 1.224127 -3.549737 -0.3 0.5 0.0 -0.24
C 3.538947 2.379787 -3.868099 0.2 -0.5 0.3 -0.27
C 2.882950 3.059272 -2.853530 0.1 -0.2 -0.1 -0.20
C 2.912354 2.638908 -1.515726 0.0 -0.2 0.5 -0.21
S 1.926193 3.561035 -0.329037 0.2 -0.2 -0.5 -0.57
H 4.936231 -0.058589 -1.965322 0.0 0.0 0.0 0.21
H 4.798969 0.667135 -4.319037 0.0 0.0 0.0 0.20
H 3.479392 2.740571 -4.888832 0.0 0.0 0.0 0.20
H 2.314869 3.952964 -3.082815 0.0 0.0 0.0 0.20
N 3.226097 -2.582412 0.217049 0.0 0.0 0.0 -0.81
C 2.643667 -2.424060 -1.008202 0.0 0.0 0.1 0.28
N 1.781812 -1.486293 -1.279658 0.1 0.1 0.0 -0.56
C 1.437207 -1.513552 -2.616908 0.0 0.0 0.0 0.13
C 1.975750 -2.521846 -3.339743 0.0 -0.1 0.0 -0.45
S 3.007860 -3.472648 -2.340629 0.0 0.0 0.0 0.35
C 0.626284 -0.421276 -3.160547 0.0 0.0 0.0 0.12
C 0.106285 -0.363454 -4.407834 0.0 0.0 0.0 -0.45
S -0.618277 1.182028 -4.664638 0.0 0.0 0.0 0.35
C -0.179992 1.632856 -3.041339 0.0 0.1 0.0 0.29
N 0.437104 0.696689 -2.377104 -0.2 0.0 0.0 -0.58
N -0.478224 2.844500 -2.512185 0.0 0.0 0.0 -0.84
H 3.409099 -1.677971 0.651399 0.0 0.2 0.1 0.43
H 4.059115 -3.150334 0.217343 0.0 -0.1 0.0 0.38
H 1.876866 -2.718134 -4.392984 0.0 0.0 0.0 0.24
H 0.126050 -1.113379 -5.178894 0.0 0.0 0.0 0.23
H -0.773608 3.558970 -3.155258 0.0 0.0 0.0 0.39
H 0.173093 3.170024 -1.774416 0.0 0.1 0.0 0.43
```
Positions in Å, forces in eV/Å.

---

# C18H10ClFeN2O5

C18H10ClFeN2O5 as an isolated structure (ωB97M-V/def2-TZVPD, the OMol25 dataset).

Output
Multiplicity: 5
<S²>: 6.02
DFT total energy in Ha: -2901.5448
Energy relative to the best compared isomer or geometry (same formula, charge and spin) in eV: 4.966
LUMO level (alpha / beta) in eV: 2.09 / 1.99
Charge: -1

XYZ file:
```
37
Properties=species:S:1:pos:R:3:forces:R:3:nbo_charge:R:1
Fe -0.446670 0.372013 -0.070938 0.2 0.2 0.2 1.48
Cl 6.166235 3.238081 1.291068 0.0 0.0 0.0 -0.06
C 4.583114 2.781761 0.699353 0.0 0.0 0.0 -0.08
C 4.079120 3.490103 -0.458424 -0.1 0.0 0.0 -0.30
C 2.878806 3.189136 -0.935767 0.0 0.0 0.0 -0.02
C 1.941583 2.131861 -0.376304 0.1 0.0 0.0 -0.35
O -0.632919 2.531440 -0.616456 -0.1 0.0 -0.1 -0.42
C 2.565326 1.398059 0.832931 0.0 0.0 0.0 -0.10
C 2.041046 0.365201 1.548785 0.0 0.0 -0.1 0.06
N 0.841936 -0.255858 1.379007 -0.1 -0.2 0.1 -0.71
C 0.415332 -1.227987 2.204875 -0.1 -0.1 0.0 0.17
C 1.108644 -1.903390 3.212201 0.0 0.1 0.0 -0.28
C 0.476682 -2.856188 4.019677 0.0 -0.1 0.0 -0.18
C -0.845060 -3.196864 3.878370 0.0 0.1 0.0 -0.29
C -1.593626 -2.567593 2.856413 0.0 -0.1 0.0 -0.09
C -2.961202 -2.828873 2.623152 0.0 0.0 0.0 -0.13
C -3.629009 -2.188564 1.616502 0.1 0.0 0.0 -0.28
C -2.921880 -1.281005 0.813365 0.0 -0.1 0.0 0.06
N -1.648532 -1.010492 1.003994 -0.1 0.0 0.1 -0.54
C -0.971560 -1.619209 2.018602 0.1 0.1 -0.1 0.21
C 3.882030 1.820234 1.296707 0.0 0.0 0.0 -0.15
H 4.689873 4.258941 -0.911067 0.0 0.0 0.0 0.21
H 2.492889 3.718629 -1.794662 0.0 0.0 0.0 0.22
H 2.656875 0.017169 2.376141 0.0 0.0 0.0 0.16
H 2.155288 -1.693262 3.380295 0.0 0.0 0.0 0.20
H 1.066446 -3.340868 4.789899 0.0 0.0 0.0 0.20
H -1.319232 -3.926289 4.521528 0.0 0.0 0.0 0.20
H -3.471927 -3.543660 3.258472 0.0 0.0 0.0 0.21
H -4.677601 -2.368601 1.425066 0.0 0.0 0.0 0.22
H -3.409740 -0.776260 -0.011603 0.0 0.0 0.0 0.20
H 4.291178 1.307669 2.158221 0.0 0.0 0.0 0.20
O 2.523909 1.198011 -2.514045 0.0 0.0 0.0 -0.64
C 1.736816 1.131191 -1.589224 -0.1 0.0 0.0 0.81
O 0.765318 0.278357 -1.532258 0.1 -0.1 -0.2 -0.85
C 0.692703 2.995718 0.052871 0.0 0.0 0.0 0.77
O 0.823317 4.171083 0.307693 0.0 0.0 0.0 -0.67
O -0.386372 2.223011 0.824382 0.0 0.1 0.1 -0.44
```
Positions in Å, forces in eV/Å.

---

# C18H10F6N3O8PdS5Se

C18H10F6N3O8PdS5Se as an isolated structure (ωB97M-V/def2-TZVPD, the OMol25 dataset).

Output
Multiplicity: 5
<S²>: 6.01
DFT total energy in Ha: -6577.5953
Energy relative to the best compared isomer or geometry (same formula, charge and spin) in eV: 0.108
LUMO level (alpha / beta) in eV: 2.46 / 0.40
Charge: -1

XYZ file:
```
52
Properties=species:S:1:pos:R:3:forces:R:3:nbo_charge:R:1
Pd 1.256640 -2.837111 -0.051527 0.1 0.1 0.0 1.05
F 2.194272 -7.602502 -2.153491 0.0 0.0 0.0 -0.30
C 2.353924 -6.368070 -2.614991 0.1 0.0 0.0 0.75
F 3.478071 -6.308835 -3.321498 0.0 0.0 0.0 -0.30
F 1.327430 -6.062269 -3.401891 0.0 0.0 0.0 -0.30
S 2.401479 -5.156942 -1.235960 -0.2 0.2 0.1 2.20
O 1.150217 -5.297186 -0.500518 0.2 0.0 -0.2 -0.94
O 2.532754 -3.850641 -1.864802 0.0 -0.2 -0.1 -0.94
N 3.652227 -5.669872 -0.457879 -0.1 0.0 0.0 -1.21
S 3.942825 -4.928196 0.921107 -0.1 0.3 -0.1 2.24
O 3.600128 -5.700740 2.069932 0.1 0.0 0.0 -0.90
O 3.557004 -3.529138 0.864039 -0.1 -0.3 0.2 -0.96
C 5.781798 -4.900466 0.859623 0.1 0.0 -0.1 0.73
F 6.209687 -4.216757 -0.197254 0.0 0.0 0.0 -0.31
F 6.266996 -6.141102 0.794959 0.0 0.0 0.0 -0.31
F 6.247565 -4.318712 1.963541 0.0 0.0 0.0 -0.31
Se -0.874345 -2.412973 -1.228186 0.0 0.0 0.0 -0.04
O 0.493224 -2.066814 1.850787 0.0 0.0 0.0 -0.69
C 0.980954 -0.930803 1.580267 0.1 0.0 0.0 0.76
O 1.662067 -0.775137 0.522884 0.0 0.0 0.0 -0.69
C 0.705068 0.235353 2.456961 0.0 0.0 0.0 -0.18
C -0.215943 0.110360 3.485425 0.0 0.0 0.0 -0.15
C -0.602935 1.214817 4.249921 0.0 0.0 0.0 -0.26
C -0.035307 2.417771 3.917549 0.0 0.0 0.0 0.24
O -0.238113 3.646263 4.491664 0.0 0.0 -0.1 -0.49
C 0.309221 4.553112 3.531447 0.0 0.0 0.0 0.23
O 1.324881 3.846603 2.832729 -0.1 0.0 0.0 -0.50
C 0.905571 2.537528 2.902923 0.0 0.0 0.0 0.29
C 1.306697 1.468416 2.155426 0.0 -0.1 0.0 -0.24
H -0.655811 -0.860990 3.662428 0.0 0.0 0.0 0.24
H -1.333131 1.134552 5.042429 0.0 0.0 0.0 0.22
H 0.744610 5.405149 4.045277 0.0 0.0 0.0 0.17
H -0.477554 4.842272 2.826562 0.0 0.0 0.0 0.17
H 2.020456 1.548874 1.348741 0.0 0.0 0.0 0.25
S -2.294271 3.387206 0.737163 0.0 0.0 0.1 -0.25
C -1.934018 2.391288 -0.544307 -0.1 0.0 -0.1 -0.12
S -0.674262 1.206342 -0.528701 0.0 0.0 0.0 0.44
C -1.003598 0.793646 -2.199610 -0.1 0.1 0.0 -0.16
N -1.985644 1.472749 -2.702323 0.1 -0.1 0.0 -0.29
N -2.499143 2.353933 -1.777241 0.0 0.0 0.0 -0.26
C -3.531317 3.212562 -2.259732 0.0 0.0 0.0 0.13
C -3.391930 3.764097 -3.526083 0.0 0.0 0.0 -0.16
C -4.386438 4.587103 -4.026213 0.0 0.0 0.0 -0.23
C -5.516719 4.858997 -3.266087 0.0 0.0 0.0 -0.22
C -5.649555 4.293217 -2.007297 0.0 0.0 0.0 -0.21
C -4.661007 3.464157 -1.497559 0.0 0.0 0.0 -0.20
S -0.074915 -0.376923 -3.041127 0.1 -0.1 0.0 -0.09
H -2.512344 3.530388 -4.108969 0.0 0.0 0.0 0.23
H -4.275318 5.017292 -5.013099 0.0 0.0 0.0 0.21
H -6.292689 5.504813 -3.656514 0.0 0.0 0.0 0.21
H -6.531947 4.491847 -1.412747 0.0 0.0 0.0 0.21
H -4.757513 3.021473 -0.518177 0.0 0.0 0.0 0.24
```
Positions in Å, forces in eV/Å.